The following is a DFT calculation (ωB97M-V/def2-TZVPD) of 11 unconnected molecules or ions with the total composition C48H114N4O11 in a non-equilibrium geometry.

```
177
Properties=species:S:1:pos:R:3:forces:R:3
C -10.875671 -8.786537 35.839243 1.2 0.4 0.0
C -12.135376 -9.499896 36.268373 -1.1 0.1 0.6
C -12.195465 -9.831239 37.773082 1.3 0.4 0.3
C -13.269623 -8.499612 35.918814 -1.0 -0.3 0.5
C -14.673833 -9.101031 35.788295 0.3 -0.8 -0.4
C -14.565895 -10.279353 34.809097 -0.4 0.7 -0.1
C -13.541926 -11.365292 35.161997 -0.8 -0.3 0.4
C -14.116232 -12.190155 36.345452 0.6 0.5 0.1
C -13.369671 -12.254500 33.916876 0.9 0.2 0.0
N -12.275756 -10.728445 35.485594 -0.1 1.1 -1.8
O -11.248383 -11.645504 35.732346 0.2 -0.2 0.6
H -10.917723 -8.480105 34.794243 -0.1 -0.4 -0.1
H -10.706092 -7.840873 36.363154 -0.3 -0.1 0.3
H -9.953589 -9.357085 35.990907 -0.1 -0.2 0.0
H -11.457512 -9.257244 38.348062 -0.3 0.4 -0.1
H -13.176431 -9.608465 38.185078 -0.1 -0.4 0.1
H -11.829168 -10.841667 37.952967 -0.6 -0.2 -0.1
H -13.402688 -7.748325 36.701821 0.8 0.2 0.0
H -13.032559 -8.001783 34.980512 0.0 0.1 0.0
H -15.150271 -9.398250 36.726308 0.4 -0.1 0.2
H -15.337458 -8.330365 35.389602 0.0 -0.1 -0.2
H -14.304873 -9.808812 33.855486 0.1 -0.3 -0.1
H -15.534054 -10.767833 34.678211 0.0 0.0 -0.1
H -15.086438 -12.641683 36.144287 0.1 -0.1 -0.3
H -14.246003 -11.514762 37.192198 0.0 -0.1 0.1
H -13.382938 -12.947696 36.624313 -0.2 -0.1 0.1
H -13.975084 -13.157873 33.947196 -0.3 0.2 -0.2
H -12.337621 -12.596232 33.816428 0.0 -0.1 0.3
H -13.520872 -11.652345 33.019227 -0.4 -0.2 -0.1
H -10.539653 -11.387872 35.126339 -0.2 -0.2 0.0
C -16.494852 -8.200771 28.375088 0.0 -1.2 -0.2
C -17.374487 -7.448140 27.360389 -0.6 1.1 1.5
C -18.824840 -7.969035 27.413212 0.9 -0.4 -1.4
C -17.482026 -5.977059 27.863026 0.8 0.1 -0.5
C -16.216960 -5.190631 27.530768 -0.4 1.1 -0.1
C -16.007868 -5.220511 26.012667 -0.9 -0.1 1.1
C -15.800914 -6.680971 25.528627 1.2 2.4 -0.4
C -15.707527 -6.491996 23.990092 -0.1 -1.9 0.1
C -14.439480 -7.138451 26.064583 0.4 -0.6 -0.5
N -16.952683 -7.439299 25.960055 -0.5 0.1 -0.4
O -16.889154 -8.774101 25.446238 0.1 0.2 0.1
H -15.570151 -7.740813 28.720732 -0.1 0.4 -0.4
H -17.046739 -8.416936 29.294149 -0.2 0.2 -0.1
H -16.236697 -9.186444 27.973944 0.1 0.0 -0.1
H -19.431780 -7.318273 26.780412 -0.2 0.4 0.6
H -18.883994 -8.892187 26.828795 0.0 -0.5 0.8
H -19.130907 -8.048950 28.450113 -0.4 -0.1 -0.1
H -18.347187 -5.518192 27.379487 0.1 0.2 -0.2
H -17.671442 -5.880375 28.933973 0.0 -0.6 0.1
H -16.342694 -4.155182 27.862855 -0.1 0.0 -0.1
H -15.341525 -5.485820 28.112443 0.0 -0.4 -0.1
H -15.267696 -4.493551 25.681353 0.6 -0.5 0.1
H -16.933745 -4.820095 25.583802 -0.1 -0.3 -0.1
H -15.010422 -5.708744 23.703655 -0.1 0.2 0.3
H -16.685466 -6.329803 23.537536 0.0 0.2 0.1
H -15.296219 -7.410813 23.555391 -0.2 0.0 -0.1
H -14.279832 -6.868379 27.104665 -0.1 -0.1 0.0
H -13.624315 -6.697906 25.482287 -0.1 0.3 0.0
H -14.267563 -8.211929 25.936842 -0.4 -0.1 0.2
H -17.560376 -8.736547 24.756175 0.1 -0.2 0.0
C -13.138110 -6.794687 30.023406 -0.1 0.4 0.1
C -12.563779 -7.958261 30.818870 1.7 -0.2 0.3
C -12.284791 -7.538815 32.267111 -0.6 1.1 -0.1
C -13.536001 -9.133590 30.816095 -0.9 -0.1 -1.0
C -13.537689 -9.998513 29.534240 0.2 0.0 1.1
C -12.093978 -10.381339 29.234167 -0.6 0.6 -0.2
C -11.157979 -9.168357 29.087020 0.2 -0.6 -1.3
C -9.739526 -9.733184 28.920715 0.4 0.7 0.7
C -11.435103 -8.395059 27.777909 -0.6 0.8 -0.8
N -11.233763 -8.376617 30.290842 -0.9 -1.4 0.9
O -10.230581 -7.384296 30.422726 -0.3 -0.3 -0.4
H -12.409711 -5.999041 29.852964 0.2 -0.1 0.2
H -13.483210 -7.095233 29.033836 -0.2 -0.1 0.1
H -13.958677 -6.366903 30.605993 -0.2 0.1 -0.3
H -13.225045 -7.190342 32.707008 0.0 -0.1 0.1
H -11.856606 -8.286293 32.930372 -0.1 -0.5 -0.4
H -11.609559 -6.681711 32.267609 0.0 0.0 0.0
H -13.447981 -9.822430 31.657406 0.5 0.3 0.2
H -14.532709 -8.682782 30.884688 0.0 -0.1 0.3
H -14.090719 -10.901566 29.809390 0.0 -0.1 -0.2
H -14.109967 -9.542587 28.727644 0.4 0.2 -0.2
H -12.070310 -10.963356 28.310695 0.3 -0.1 0.1
H -11.726757 -10.960878 30.082766 0.0 -0.2 -0.2
H -9.343101 -10.178188 29.838927 -0.3 0.0 0.1
H -9.114407 -8.863967 28.704258 0.3 -0.3 -0.3
H -9.662177 -10.489699 28.141283 -0.2 0.2 -0.2
H -11.350758 -7.310722 27.903266 0.4 -0.1 0.2
H -12.429546 -8.479494 27.322692 -0.1 -0.5 0.5
H -10.768207 -8.662883 26.955104 0.2 -0.1 0.2
H -9.643135 -7.864171 31.016763 0.3 0.5 0.0
C -9.570946 -11.488546 23.127882 0.7 -0.2 0.6
C -10.450712 -12.320181 24.093129 0.2 0.2 -1.3
C -11.083049 -11.450121 25.163032 -0.1 -0.3 0.8
C -11.514756 -12.886656 23.147501 -1.7 -1.5 1.6
C -12.285437 -14.077679 23.771600 -0.3 0.2 0.9
C -11.275813 -15.105202 24.274769 -0.4 -0.7 -0.7
C -10.241939 -14.599590 25.300925 -0.5 -0.5 -1.1
C -10.877640 -14.382368 26.675339 0.0 1.2 0.4
C -9.165205 -15.691567 25.418630 0.0 -0.2 0.8
N -9.641656 -13.420329 24.636241 0.3 -0.5 -0.3
O -8.576350 -12.900171 25.421797 -0.1 0.2 0.3
H -9.256154 -12.088790 22.273988 -0.1 -0.2 0.0
H -10.113801 -10.631582 22.733023 0.0 0.1 0.2
H -8.643140 -11.182622 23.618719 -0.2 0.3 0.0
H -11.708304 -10.644396 24.778970 0.2 0.1 -0.2
H -11.725122 -12.072045 25.791680 0.0 0.2 0.0
H -10.310282 -11.050622 25.824025 0.0 0.2 -0.1
H -12.313270 -12.148549 23.058238 0.5 0.4 -0.9
H -11.105555 -13.291717 22.226763 0.1 0.6 -0.3
H -12.991351 -13.757997 24.551650 0.6 0.3 0.4
H -13.039886 -14.474316 23.085385 0.6 -0.3 -0.5
H -10.749276 -15.433707 23.371190 0.4 0.1 0.1
H -11.721999 -16.045113 24.615992 -0.2 0.3 0.4
H -10.977133 -15.283035 27.276672 0.0 -0.2 -0.2
H -11.854333 -13.895000 26.626536 -0.1 -0.3 -0.2
H -10.274353 -13.666210 27.244447 0.2 -0.2 0.0
H -8.885789 -16.185046 24.488320 0.1 0.5 -0.2
H -9.514941 -16.509205 26.055144 -0.3 0.1 0.0
H -8.298638 -15.307620 25.960430 0.1 0.0 -0.3
H -7.801223 -13.340001 25.054251 0.0 0.2 0.0
C -14.360914 -2.855188 31.187520 -0.5 -0.7 0.2
C -13.508902 -2.861804 29.948088 -0.1 0.4 -0.6
O -14.324621 -2.551486 28.816546 0.4 0.1 0.1
H -14.923905 -3.793199 31.220737 0.0 0.0 0.2
H -15.121237 -2.074151 31.201491 0.3 0.3 -0.3
H -13.768060 -2.763439 32.097358 0.1 -0.1 0.0
H -13.076918 -3.849683 29.757146 0.2 0.0 0.4
H -12.693498 -2.135822 30.056698 0.0 0.0 -0.1
H -13.761085 -2.616526 28.025640 -0.5 0.2 0.1
C -6.774940 -7.135374 30.814121 0.1 0.5 -0.4
C -5.764098 -6.006279 30.652178 -0.5 -0.9 -0.4
O -4.879119 -6.367859 29.583102 0.1 0.5 0.5
H -7.589659 -6.766987 31.441480 0.1 -0.3 0.3
H -6.268976 -8.013368 31.212183 -0.3 -0.1 0.1
H -7.215246 -7.377268 29.845327 0.1 -0.1 0.0
H -5.230546 -5.916235 31.603224 0.1 0.4 -0.1
H -6.295905 -5.093418 30.370392 0.1 0.1 0.3
H -4.358163 -5.571530 29.424606 0.2 -0.3 -0.2
C -6.327971 -10.976665 30.059416 -0.5 -1.6 0.7
C -6.533008 -11.960985 28.877022 0.6 2.6 -0.1
O -5.565154 -12.988433 28.897878 -0.6 -0.4 0.0
H -6.340233 -11.642421 30.932052 0.1 0.4 0.3
H -7.152533 -10.277333 30.195061 0.0 0.1 -0.3
H -5.373345 -10.456352 30.065011 0.0 0.0 -0.3
H -6.344562 -11.320395 28.010463 0.0 -0.6 -0.4
H -7.577641 -12.270566 28.805577 0.1 -0.4 0.1
H -5.942294 -13.697783 29.430550 0.3 0.0 0.0
C -18.058463 -12.211678 28.497540 0.1 -0.7 -0.4
C -17.556392 -11.669401 29.834249 -1.3 0.4 -0.9
O -17.525841 -12.661326 30.835474 0.8 -0.3 0.1
H -18.961287 -12.818483 28.600945 0.0 0.0 0.2
H -17.290018 -12.855127 28.059614 -0.1 -0.1 0.1
H -18.281652 -11.477004 27.720572 0.1 0.4 0.4
H -18.237106 -10.874154 30.156929 0.3 0.3 0.0
H -16.569239 -11.258131 29.626795 0.2 0.0 0.7
H -18.384746 -12.743395 31.251826 -0.1 0.1 -0.1
C -9.849166 -11.934469 32.165456 0.0 0.3 0.7
C -8.921796 -11.129316 33.047279 0.3 0.1 0.5
O -7.868815 -11.965683 33.555776 -0.2 0.5 -0.3
H -10.192224 -12.797720 32.736036 0.0 -0.1 -0.2
H -9.352746 -12.252876 31.251065 0.0 0.0 0.0
H -10.717171 -11.314212 31.937125 0.0 -0.1 -0.2
H -9.419037 -10.702886 33.927726 -0.5 -0.1 -0.2
H -8.534824 -10.234091 32.544035 0.2 -0.2 -0.3
H -7.426632 -11.420856 34.215824 0.2 -0.3 0.0
C -7.334587 -9.512795 25.879746 -0.6 -1.0 -0.1
O -6.482118 -8.640843 25.182605 0.1 0.1 -0.2
H -8.323112 -9.518973 25.409456 0.0 0.7 0.1
H -7.095633 -10.578892 25.760316 0.6 0.1 0.2
H -7.421365 -9.275266 26.943873 0.0 0.0 -0.1
H -5.568516 -8.858775 25.383064 0.0 0.0 0.1
C -12.090304 -3.874140 26.569658 0.3 0.8 0.0
O -13.159573 -2.972676 26.283437 -0.2 -0.2 0.1
H -12.407627 -4.459456 27.431016 0.0 -0.3 -0.2
H -11.812361 -4.483085 25.709936 -0.2 -0.2 0.1
H -11.208402 -3.298350 26.872435 0.0 -0.1 0.0
H -13.114183 -2.618535 25.393649 0.2 0.0 0.0
```
Forces are in eV/Å.

## Properties
**SMILES string**: CC1(C)CCCC(C)(C)N1O.CC1(C)CCCC(C)(C)N1O.CC1(C)CCCC(C)(C)N1O.CC1(C)CCCC(C)(C)N1O.CCO.CCO.CCO.CCO.CCO.CO.CO
**E_tot**: -80100.152 eV
**E_HOMO**: -8.1 eV
**Relative energy (zero: lowest compared OMol25 entry of this formula, charge and spin)**: 0.000 eV

These are the Mulliken partial charges, in e, on atoms 1 to 2: atom 1 (C): -1.789, atom 2 (C): 1.817